17
Properties=species:S:1:pos:R:3 method="wB97M-V/def2-TZVPD" e_lumo_ev=0.7 multiplicity=1 e_homo_ev=-8.6 relative_energy_kj_mol=10.7 total_energy_ev=-155230.3388 smiles=BrCCBr.CSC
Br -3.6630 1.3497 -2.4129
C -1.7813 1.7646 -2.5961
C -0.9709 0.5295 -2.3064
Br 0.9109 0.9444 -2.4895
H -1.6230 2.1411 -3.6250
H -1.5541 2.5917 -1.8963
H -1.1292 0.1530 -1.2775
H -1.1981 -0.2977 -3.0061
C 0.1208 0.7313 4.2901
S -1.2852 1.8097 3.9710
C -2.5982 0.6155 4.2738
H 1.0425 1.3197 4.1457
H 0.1380 -0.1255 3.5955
H 0.1076 0.3461 5.3235
H -2.5342 -0.2393 3.5796
H -2.5646 0.2323 5.3076
H -3.5648 1.1235 4.1181

---

17
Properties=species:S:1:pos:R:3 method="wB97M-V/def2-TZVPD" e_lumo_ev="-4.2 / -4.2" multiplicity=1 e_homo_ev="-11.6 / -11.6" relative_energy_kj_mol=413.0 total_energy_ev=-77322.1699 total_charge=+1
C 0.2011 -1.4452 0.8725
C -0.2875 -0.0096 -1.0897
C -1.1664 1.0866 1.3462
C 0.3927 0.8062 -2.1560
N 0.5478 -0.6873 -0.2301
N -0.5028 0.0987 2.0270
Br -2.9740 0.9394 1.0757
H -0.5260 -2.1880 0.7111
H 1.0575 -1.6868 1.4476
H -1.3377 -0.2186 -1.2331
H -0.7167 1.6163 0.6577
H -0.3253 1.5583 -2.3427
H 0.4308 0.0993 -2.9208
H 1.2755 1.0637 -1.7399
H 1.5449 -0.5799 -0.2416
H -0.9223 -0.2847 2.8590
H 0.4691 0.2615 2.2411

---

22
Properties=species:S:1:pos:R:3 method="wB97M-V/def2-TZVPD" e_lumo_ev="0.0 / -0.1" multiplicity=1 e_homo_ev="-7.9 / -8.0" relative_energy_kj_mol=103.9 total_energy_ev=-77274.2010
Ni -0.1509 -0.3307 0.0008
N 2.1444 -0.0885 -0.0581
N 2.7192 1.1831 -0.0501
C 1.9382 2.2880 -0.0701
N 2.5660 3.4838 -0.1188
S 0.2779 2.2308 -0.0695
H 2.4680 -0.6513 0.7320
H 2.3484 -0.6046 -0.9195
H 3.7296 1.2795 -0.1161
H 3.5495 3.5937 0.0594
H 1.9784 4.2956 -0.0490
C -4.0061 -1.3522 0.2937
O -2.5903 -1.1322 0.3945
C -2.1049 0.0535 -0.0201
O -2.8160 0.9416 -0.4416
H -4.1663 -2.4018 0.5270
H -4.3513 -1.1296 -0.7181
H -4.5381 -0.7154 1.0040
Cl 1.7027 -3.1284 -0.1630
C 0.1055 -2.3576 -0.0832
H -0.3645 -2.7412 0.8352
H -0.4388 -2.7169 -0.9691

---

20
Properties=species:S:1:pos:R:3 method="wB97M-V/def2-TZVPD" e_lumo_ev=-4.5 multiplicity=1 e_homo_ev=-12.5 relative_energy_kj_mol=0.0 total_energy_ev=-33619.3845 smiles="NC(=[NH2+])/N=N/[C@H](S)CCCl" total_charge=+1
N -2.4787 0.8508 1.0151
C -2.2218 -0.2308 0.2851
N -3.2248 -0.9575 -0.2049
N -0.9773 -0.8489 0.2493
N -0.0041 -0.3306 -0.3378
C 1.2428 -0.8344 -0.4139
S 1.6085 -2.2968 0.6372
C 2.2861 0.2351 0.0534
C 1.8668 1.5743 -0.4830
Cl 0.5968 2.2539 0.5631
H -1.8508 1.6468 0.9690
H -3.3896 1.2263 1.1595
H -4.0996 -0.4862 -0.5063
H -3.2190 -1.8802 -0.4977
H 1.2971 -1.1972 -1.4165
H 2.7494 -2.7496 0.0559
H 2.3465 0.0834 1.2077
H 3.2210 0.0689 -0.2320
H 1.5103 1.5746 -1.4532
H 2.7404 2.2984 -0.6501

---

17
Properties=species:S:1:pos:R:3 method="wB97M-V/def2-TZVPD" e_lumo_ev="-0.3 / -0.4" multiplicity=1 e_homo_ev="-9.1 / -6.9" relative_energy_kj_mol=548.5 total_energy_ev=-26196.3126
C -3.6930 -0.2778 -0.6684
C -2.7507 -0.0486 0.2516
C 3.2426 0.8440 -0.0910
C 1.7110 0.7901 0.4035
N 0.7177 0.5376 -0.6176
Si -1.4123 -1.3821 0.4361
Cl -1.8533 -3.1346 -0.5126
H -4.4465 0.4273 -0.9592
H -3.5017 -1.1397 -1.4148
H -2.8380 0.6757 1.0536
H 3.6687 -0.1055 0.0536
H 3.3117 1.0426 -1.1466
H 3.8336 1.6458 0.4607
H 1.7415 -0.1397 1.1794
H 1.7343 1.7005 0.9574
H 1.0423 -0.2578 -1.0351
H -0.5078 -1.1779 1.6495

---

18
Properties=species:S:1:pos:R:3 method="wB97M-V/def2-TZVPD" e_lumo_ev=0.6 multiplicity=1 e_homo_ev=-9.4 relative_energy_kj_mol=3.9 total_energy_ev=-34078.1463 smiles="C=C[SiH2]N[Si@H](Cl)C=C"
C -0.2131 1.4730 3.2457
C 0.5589 1.8090 2.1986
Si 0.8952 0.8984 0.6011
N -0.6469 0.6349 -0.1663
Si -1.1280 -0.4659 -1.3096
Cl -3.0044 -0.7978 -0.8129
C -0.0307 -1.9835 -1.6476
C 0.8612 -2.1388 -2.6408
H -0.1089 2.2735 4.0705
H -0.6408 0.5877 3.4915
H 1.0818 2.8152 2.2559
H 1.6147 1.5460 -0.3750
H 1.3544 -0.5699 0.7316
H -1.3851 1.1225 0.2331
H -1.2293 0.2613 -2.6749
H -0.2131 -2.7981 -0.9107
H 1.3845 -3.0575 -2.6553
H 0.8497 -1.6101 -3.6350